Entry 1:
C6H9N in the gas phase, computed with ωB97M-V/def2-TZVPD.

```
16
Properties=species:S:1:pos:R:3
H -0.14 -3.51 1.58
N -0.06 -2.58 1.17
C -1.22 -2.06 1.15
C -1.47 -0.72 0.65
C -0.49 0.02 0.18
C 0.42 0.74 -0.39
C 1.45 1.58 0.34
C 0.25 0.92 -1.87
H -2.11 -2.55 1.55
H -2.46 -0.31 0.72
H 1.58 2.57 -0.11
H 2.44 1.13 0.36
H 1.15 1.75 1.38
H -0.38 0.20 -2.41
H 1.25 0.91 -2.26
H -0.20 1.91 -2.03
```

Properties
- HOMO level (eV) = -8.935
- SMILES = [H]/N=C/C=C=C(C)C
- energy relative to the best compared isomer or geometry (same formula, charge and spin) (kcal/mol) = 54.7
- DFT total energy (eV) = -7855.7896
- M (g/mol) = 95.1

Entry 2:
A 2-piece molecular cluster, C4H14N3 overall, computed with ωB97M-V/def2-TZVPD.

```
21
Properties=species:S:1:pos:R:3
N -0.68 2.47 -0.92
C -1.89 2.31 -0.28
N -2.26 1.20 0.24
H -0.47 1.67 -1.51
H -0.62 3.31 -1.48
H -2.53 3.19 -0.23
H -3.17 1.29 0.68
C 0.99 -0.85 0.97
C 0.63 -1.38 -0.40
C 1.38 -2.68 -0.73
N 0.38 0.50 1.21
H 0.56 -1.46 1.77
H 2.07 -0.80 1.09
H 0.82 -0.63 -1.18
H -0.44 -1.55 -0.50
H 2.46 -2.58 -0.80
H 1.15 -3.46 -0.01
H 0.99 -3.05 -1.68
H 0.77 1.24 0.60
H -0.65 0.50 1.00
H 0.52 0.76 2.18
```

Properties
- HOMO level (eV) = -14.113
- net charge = +1
- energy relative to the best compared isomer or geometry (same formula, charge and spin) (kcal/mol) = 10.4
- DFT total energy (eV) = -8839.5724
- M (g/mol) = 104.2

Entry 3:
A 2-piece molecular cluster, CHBr2FS overall at a distorted geometry, computed with ωB97M-V/def2-TZVPD.

```
6
Properties=species:S:1:pos:R:3
F -3.28 0.80 -1.64
C -3.41 0.66 -0.35
S -3.43 1.86 0.70
Br -3.29 -1.22 -0.01
Br 0.28 1.28 -0.05
H -0.16 0.85 1.14
```

Properties
- HOMO level (spin up / spin down) (eV) = -9.933 / -9.933
- SMILES = FC(=S)Br.Br
- energy relative to the best compared isomer or geometry (same formula, charge and spin) (kcal/mol) = 5.4
- DFT total energy (eV) = -154689.9695
- M (g/mol) = 223.9

Entry 4:
An isolated ion of composition C4H8NO and charge +1 at a distorted geometry, computed with ωB97M-V/def2-TZVPD.

```
14
Properties=species:S:1:pos:R:3
C 1.70 -0.13 -0.32
C 0.41 0.21 0.42
C -0.75 -0.70 0.06
O -0.57 -2.01 -0.12
C -1.93 -0.13 0.06
N -2.99 0.52 -0.10
H 2.26 -1.10 -0.13
H 1.37 -0.21 -1.29
H 2.47 0.64 -0.09
H 0.72 0.06 1.57
H -0.03 1.15 0.35
H 0.10 -2.45 0.38
H -3.09 0.96 -0.97
H -3.75 0.60 0.52
```

Properties
- HOMO level (eV) = -14.814
- net charge = +1
- SMILES = CCC(O)=C=[NH2+]
- energy relative to the best compared isomer or geometry (same formula, charge and spin) (kcal/mol) = 54.0
- DFT total energy (eV) = -7805.7593
- M (g/mol) = 86.1

Entry 5:
A 2-piece molecular cluster, C4H6O overall, computed with ωB97M-V/def2-TZVPD.

```
11
Properties=species:S:1:pos:R:3
C -0.54 -1.61 -0.15
C -0.62 -0.51 -0.64
C -0.82 0.81 -1.20
H -0.50 -2.59 0.28
H -0.42 1.59 -0.54
H -0.35 0.92 -2.18
H -1.90 1.00 -1.34
C 1.28 0.09 1.44
O 1.31 1.24 1.05
H 0.59 -0.25 2.23
H 1.97 -0.68 1.05
```

Properties
- HOMO level (eV) = -9.952
- SMILES = C#CC.C=O
- energy relative to the best compared isomer or geometry (same formula, charge and spin) (kcal/mol) = 45.9
- DFT total energy (eV) = -6289.9258
- M (g/mol) = 70.1

Entry 6:
C4H4ClN3 in the gas phase at a distorted geometry, computed with ωB97M-V/def2-TZVPD.

```
12
Properties=species:S:1:pos:R:3
C 2.05 0.70 0.03
C 0.79 0.03 -0.01
N 0.11 -0.29 1.13
C -0.97 -0.85 0.69
N -0.97 -0.85 -0.73
N 0.16 -0.16 -1.12
C -2.22 -0.64 -0.07
Cl -3.08 0.92 0.13
H 2.02 1.36 -0.75
H 2.11 1.15 1.06
H 2.97 0.01 -0.16
H -2.97 -1.38 -0.19
```

Properties
- HOMO level (eV) = -10.255
- SMILES = Cc1nc2n(n1)[C@@H]2Cl
- energy relative to the best compared isomer or geometry (same formula, charge and spin) (kcal/mol) = 103.9
- DFT total energy (eV) = -21201.6108
- M (g/mol) = 129.6

Entry 7:
C5H8O2 as an isolated structure at a distorted geometry, computed with ωB97M-V/def2-TZVPD.

```
15
Properties=species:S:1:pos:R:3
C 2.03 -0.32 0.70
C 0.96 0.67 0.32
O 0.64 0.78 -1.07
C -0.32 0.24 -0.22
C -1.74 0.73 0.03
O -2.14 -0.65 0.24
C -0.99 -1.09 -0.43
H 2.01 -0.49 1.78
H 1.85 -1.27 0.19
H 3.02 0.06 0.42
H 1.00 1.64 0.82
H -1.96 1.37 0.90
H -2.21 1.13 -0.88
H -1.18 -1.02 -1.77
H -0.91 -1.96 -1.08
```

Properties
- HOMO level (eV) = -8.962
- energy relative to the best compared isomer or geometry (same formula, charge and spin) (kcal/mol) = 119.3
- DFT total energy (eV) = -9404.6595
- M (g/mol) = 100.1

Entry 8:
C38H34N3OP2RuS as an isolated structure at a distorted geometry, computed with ωB97M-V/def2-TZVPD.

```
80
Properties=species:S:1:pos:R:3
Ru 9.40 11.95 13.19
C 10.99 12.29 10.41
C 9.59 11.62 10.04
P 9.46 10.28 11.32
C 8.23 10.40 12.59
C 6.82 10.23 12.34
C 5.96 9.97 13.35
C 6.43 9.93 14.68
C 7.79 10.01 14.98
C 8.77 10.15 13.94
C 9.05 8.73 10.51
C 8.75 7.58 11.26
C 7.96 6.57 10.69
C 7.63 6.62 9.36
C 8.10 7.64 8.57
C 8.84 8.70 9.11
P 11.45 11.77 12.12
C 12.09 10.07 12.08
C 12.27 9.38 13.30
C 12.79 8.09 13.26
C 13.33 7.62 12.06
C 13.06 8.30 10.85
C 12.42 9.52 10.84
C 12.85 12.69 12.78
C 12.71 14.06 12.85
C 13.71 14.86 13.45
C 14.83 14.24 14.03
C 14.98 12.86 13.95
C 14.04 12.06 13.27
H 10.85 13.40 10.39
H 11.77 11.98 9.72
H 9.69 11.21 9.00
H 8.76 12.33 10.09
H 6.43 10.41 11.31
H 4.88 9.89 13.15
H 5.73 9.79 15.52
H 8.12 9.98 16.00
H 9.71 9.56 13.95
H 9.00 7.51 12.32
H 7.73 5.67 11.29
H 7.06 5.80 8.90
H 7.88 7.59 7.52
H 9.20 9.47 8.45
H 11.93 9.80 14.22
H 12.96 7.55 14.22
H 13.94 6.71 12.08
H 13.40 7.92 9.91
H 12.24 10.09 9.92
H 11.78 14.57 12.51
H 13.66 15.95 13.46
H 15.60 14.85 14.48
H 15.89 12.34 14.32
H 14.14 10.98 13.17
N 8.89 13.77 12.35
C 8.43 14.66 11.71
C 7.79 15.74 11.03
C 8.14 16.30 9.80
N 8.53 16.78 8.78
C 6.78 16.38 11.78
N 5.89 16.83 12.44
C 9.09 12.11 21.73
C 9.49 12.61 20.37
C 8.45 12.71 19.41
C 8.73 13.07 18.10
C 10.01 13.39 17.77
C 11.09 13.28 18.68
C 10.81 12.93 20.00
S 10.28 14.17 16.14
C 8.98 15.47 16.12
O 9.86 13.26 14.99
H 8.03 12.23 21.87
H 9.61 12.70 22.51
H 9.38 11.08 21.92
H 7.42 12.51 19.75
H 7.94 13.17 17.33
H 12.09 13.50 18.28
H 11.59 12.85 20.76
H 8.01 15.01 15.91
H 9.24 16.21 15.31
H 8.99 16.02 17.05
```

Properties
- HOMO level (spin up / spin down) (eV) = -15.812 / -15.812
- net charge = +3
- <S²> = 6.102
- energy relative to the best compared isomer or geometry (same formula, charge and spin) (kcal/mol) = 0.0
- spin multiplicity = 5
- DFT total energy (eV) = -78436.4950
- M (g/mol) = 743.8